*w*
ORCA calculation (the ωB97M-V functional and the def2-TZVPD basis) on 5 unconnected molecules or ions with the total composition H12NO4.

HOMO ... -15.00 eV
Molar mass ... 90.10 u
Charge ... +1

Last column: Mulliken charge in e.
Geometry (Å):
1 N 0.898 -0.935 -0.113  -0.25
2 H -2.331 -0.160 1.076  0.36
3 H 1.243 -1.853 0.157  0.42
4 H 3.744 1.128 1.683  0.32
5 H 1.883 -0.730 -3.310  0.32
6 O -1.865 -0.922 0.705  -0.71
7 H -4.009 2.017 1.109  0.32
8 O 2.831 0.933 1.833  -0.65
9 H 1.393 -0.208 0.408  0.34
10 H 0.483 -0.215 -3.682  0.32
11 O -3.177 1.660 0.852  -0.65
12 H -0.105 -0.884 0.118  0.28
13 H 1.016 -0.890 -1.137  0.31
14 O 1.019 -0.529 -2.934  -0.69
15 H 2.589 1.260 2.695  0.32
16 H -3.096 1.946 -0.056  0.32
17 H -2.517 -1.618 0.597  0.30

*x*
ORCA calculation (the ωB97M-V functional and the def2-TZVPD basis) on 5 unconnected molecules or ions with the total composition H12NO4.

HOMO ... -15.11 eV
Molar mass ... 90.10 u
Charge ... +1

Last column: Mulliken charge in e.
Geometry (Å):
1 H 3.296 -0.449 1.847  0.33
2 H -4.161 -0.630 -1.126  0.32
3 H 3.163 1.483 -1.027  0.32
4 O 2.505 -0.588 1.324  -0.71
5 O -1.535 -1.253 -0.180  -0.71
6 O 2.561 1.699 -0.302  -0.64
7 H 2.549 -0.107 0.485  0.38
8 H -2.222 -1.260 -0.867  0.37
9 H -4.460 -1.409 -2.514  0.32
10 N 0.109 0.588 0.897  -0.39
11 H -1.002 -2.045 -0.364  0.35
12 H 0.386 1.476 0.491  0.37
13 H 0.939 0.099 1.297  0.33
14 O -3.810 -1.095 -1.889  -0.68
15 H -0.345 0.848 1.787  0.41
16 H -0.546 -0.014 0.346  0.32
17 H 2.573 2.657 -0.206  0.30

The relative energies come out as *w* 0.0; *x* 41.7, with values in kJ/mol.

*w*
ORCA calculation (the ωB97M-V functional and the def2-TZVPD basis) on a molecular structure, HO5S2.

HOMO ... -5.01 eV
Molar mass ... 145.14 u
Charge ... -1

Last column: Mulliken charge in e.
Geometry (Å):
1 O -1.131 -0.093 2.773  -0.56
2 O 0.911 1.564 -1.896  -0.48
3 S 0.059 2.031 -0.818  0.82
4 S -0.618 0.924 1.838  0.62
5 O -1.086 2.871 -1.313  -0.54
6 H -2.168 0.415 -0.037  0.32
7 O -1.138 0.358 0.133  -0.61
8 O 0.841 0.864 1.573  -0.56

*x*
ORCA calculation (the ωB97M-V functional and the def2-TZVPD basis) on 2 unconnected molecules or ions with the total composition HO5S2.

HOMO (alpha / beta) ... -5.54 / -2.75 eV
Molar mass ... 145.14 u
Charge ... -1

Last column: Mulliken charge in e.
Geometry (Å):
1 H -2.165 1.763 0.208  0.25
2 O -2.211 0.805 0.329  -0.51
3 S 1.276 0.409 0.332  0.51
4 S 0.028 -1.579 -0.568  0.62
5 O 1.482 1.779 0.815  -0.57
6 O 1.174 -1.743 -1.475  -0.55
7 O 0.015 0.350 -0.472  -0.25
8 O 0.401 -1.783 0.832  -0.51

The relative energies come out as *w* 0.0; *x* 323.8, with values in kJ/mol.

*w*
ORCA calculation (the ωB97M-V functional and the def2-TZVPD basis) on a gas-phase ion, C4H7N2 (charge +1).

HOMO (alpha / beta) ... -11.98 / -13.98 eV
Molar mass ... 83.11 u
⟨S²⟩ ... 2.019
Charge ... +1
2S+1 ... 3

Last column: Mulliken charge in e.
Geometry (Å):
1 C -0.384 -1.148 0.219  0.27
2 C -0.306 1.604 -0.776  -0.27
3 H -0.937 -2.965 -0.065  0.30
4 H -2.232 0.553 -1.506  0.48
5 H 0.022 2.710 -0.779  0.30
6 N 0.544 -0.306 0.627  -0.16
7 H 0.614 -2.686 0.625  0.24
8 C -1.486 1.114 -1.047  -0.59
9 N -0.281 -2.428 0.431  -0.26
10 H 0.935 1.891 0.993  0.33
11 C 0.746 1.040 0.179  -0.28
12 H 1.682 1.122 -0.426  0.30
13 H 1.083 -0.501 1.525  0.34

*x*
ORCA calculation (the ωB97M-V functional and the def2-TZVPD basis) on a gas-phase ion, C4H7N2 (charge +1).

HOMO (alpha / beta) ... -9.65 / -15.39 eV
Molar mass ... 83.11 u
⟨S²⟩ ... 2.007
Charge ... +1
2S+1 ... 3

Last column: Mulliken charge in e.
Geometry (Å):
1 C 0.381 -0.724 0.456  -0.50
2 N 0.865 0.583 0.214  -0.06
3 C 1.926 0.860 -0.370  -0.52
4 N -1.616 0.225 -0.167  0.05
5 H 0.005 -0.865 1.486  0.33
6 H -1.441 -1.928 0.019  0.30
7 H -2.220 2.136 0.678  0.46
8 H 2.663 0.048 -0.377  0.27
9 C -1.018 -0.931 -0.430  -0.42
10 H -0.950 -1.119 -1.510  0.33
11 C -1.888 1.240 0.278  0.04
12 H 1.193 -1.471 0.298  0.41
13 H 2.099 1.946 -0.575  0.30

The relative energies come out as *w* 0.0; *x* 106.6, with values in kJ/mol.

*w*
ORCA calculation (the ωB97M-V functional and the def2-TZVPD basis) on a gas-phase ion, C7H16NS (charge +1).

HOMO ... -13.72 eV
Molar mass ... 146.28 u
Charge ... +1
Structure (SMILES) ... C=C[NH2+][C@H](S)C(C)(C)C

Last column: Mulliken charge in e.
Geometry (Å):
1 C -1.418 0.237 1.427  -1.71
2 H -1.787 1.219 -1.871  0.42
3 H 0.470 0.260 -1.505  0.51
4 N 1.194 -0.715 0.220  0.13
5 C -1.609 -1.193 -0.616  -1.83
6 C 0.338 0.362 -0.424  -0.74
7 C 3.610 -0.472 0.132  -0.69
8 H 1.344 -0.456 1.205  0.42
9 H 3.649 -0.018 1.109  0.23
10 H 2.433 -1.320 -1.409  0.42
11 H 0.476 2.153 1.138  0.19
12 H -1.150 1.205 1.845  0.40
13 S 1.098 1.969 -0.028  -0.05
14 H -2.693 -1.250 -0.568  0.46
15 C -1.938 1.275 -0.796  -1.82
16 C 2.491 -0.878 -0.426  -0.13
17 H -1.322 -1.327 -1.657  0.39
18 H -0.894 -0.543 1.977  0.36
19 H 0.658 -1.595 0.180  0.32
20 H 4.550 -0.584 -0.378  0.28
21 H -2.481 0.099 1.606  0.47
22 C -1.156 0.172 -0.078  1.60
23 H -3.000 1.166 -0.597  0.46
24 H -1.228 -2.028 -0.027  0.50
25 H -1.633 2.262 -0.459  0.42

*x*
ORCA calculation (the ωB97M-V functional and the def2-TZVPD basis) on a gas-phase ion, C7H16NS (charge +1).

HOMO ... -12.93 eV
Molar mass ... 146.28 u
Charge ... +1
Structure (SMILES) ... C/[NH+]=C(/C)[C@@H](S)C(C)C

Last column: Mulliken charge in e.
Geometry (Å):
1 N -2.381 -0.423 -0.128  -0.14
2 H 1.530 2.440 0.638  0.38
3 H 3.352 -0.073 0.448  0.37
4 H -3.256 0.056 0.170  0.37
5 C 1.715 1.410 0.942  -1.79
6 C 0.094 -0.372 -0.126  0.14
7 H -3.789 -1.970 -0.729  0.33
8 H 1.414 -1.648 -2.031  0.24
9 H -2.151 2.286 0.771  0.38
10 H 2.233 -1.163 1.137  0.44
11 C -1.295 1.738 0.302  -1.15
12 H -0.969 2.240 -0.626  0.36
13 H 2.830 1.565 0.917  0.43
14 H -0.635 1.864 1.162  0.27
15 S 0.207 -1.913 -1.040  -0.27
16 H 1.310 1.239 1.888  0.41
17 C 2.490 -0.711 0.249  -1.55
18 H -2.654 -1.632 -1.964  0.36
19 C -2.751 -1.656 -0.805  -1.06
20 H 0.013 -0.813 1.002  0.35
21 H -2.161 -2.452 -0.525  0.40
22 C -1.275 0.273 -0.131  0.50
23 C 1.452 0.360 -0.142  0.54
24 H 1.824 0.865 -1.046  0.23
25 H 2.853 -1.509 -0.332  0.46

The relative energies come out as *w* 0.0; *x* 249.6, with values in kJ/mol.

*w*
ORCA calculation (the ωB97M-V functional and the def2-TZVPD basis) on 2 unconnected molecules or ions with the total composition CH8N5.

HOMO (alpha / beta) ... -12.05 / -12.05 eV
Molar mass ... 90.11 u
Charge ... +1

Last column: Mulliken charge in e.
Geometry (Å):
1 N -1.213 0.691 0.666  -0.40
2 H -0.994 1.710 0.462  0.30
3 N 1.730 0.506 -1.059  -0.26
4 N 1.258 -0.355 -0.186  0.12
5 C -0.996 -0.084 -0.347  0.11
6 N -1.714 -1.124 -0.672  -0.34
7 H 0.525 -0.584 1.568  0.31
8 H -1.962 0.716 1.294  0.20
9 H 1.998 -0.033 -1.901  0.29
10 N 1.320 -0.199 1.099  -0.30
11 H 2.393 1.181 -0.809  0.25
12 H 1.605 0.657 1.509  0.25
13 H -1.340 -1.836 -1.330  0.25
14 H -2.610 -1.245 -0.295  0.20

*x*
ORCA calculation (the ωB97M-V functional and the def2-TZVPD basis) on 3 unconnected molecules or ions with the total composition CH8N5.

HOMO ... -12.53 eV
Molar mass ... 90.11 u
Charge ... +1

Last column: Mulliken charge in e.
Geometry (Å):
1 N -3.090 0.933 1.558  -0.63
2 H 0.998 0.295 -2.050  0.28
3 N 2.602 -0.022 0.493  -0.31
4 H 3.297 0.209 1.178  0.24
5 N -1.385 -1.077 -1.340  -0.01
6 H 0.330 -0.863 -0.888  0.38
7 H -2.280 1.002 0.970  0.17
8 N -1.567 -2.131 -1.197  -0.01
9 H -3.160 0.169 2.305  0.24
10 N 1.114 0.031 -1.068  -0.39
11 H 2.839 1.086 -1.329  0.36
12 H -3.949 0.657 1.168  0.23
13 C 2.308 0.396 -0.721  0.23
14 H 1.943 -0.685 0.921  0.22

The relative energies come out as *w* 305.6; *x* 0.0, with values in kJ/mol.

*w*
ORCA calculation (the ωB97M-V functional and the def2-TZVPD basis) on a molecular structure, N2.

HOMO ... -11.58 eV
Molar mass ... 28.01 u
Charge ... 0

Last column: Mulliken charge in e.
Geometry (Å):
1 N -0.155 -0.131 0.907  0.00
2 N 0.155 0.131 -0.907  0.00

*x*
ORCA calculation (the ωB97M-V functional and the def2-TZVPD basis) on N2 in the gas phase.

HOMO ... -14.81 eV
Molar mass ... 28.01 u
Charge ... 0
Structure (SMILES) ... N#N

Last column: Mulliken charge in e.
Geometry (Å):
1 N 0.199 -0.467 -0.206  0.00
2 N -0.199 0.467 0.206  0.00

The relative energies come out as *w* 1106.7; *x* 0.0, with values in kJ/mol.